# 1
54
Properties=species:S:1:pos:R:3:lowdin_charge:R:1 method="wB97M-V/def2-TZVPD" homo_lumo_gap_ev="6.20 / 6.18" charge=-1 homo_ev="-5.37 / -5.35" e_tot_ha=-9304.90270 lumo_ev="0.837 / 0.836" de_lowest_kcal_mol=0.0
Mo 0.394 -1.486 0.672 0.744
Se 2.163 -2.631 1.809 -0.039
Te 4.391 -2.163 0.655 0.116
Te 3.460 -2.405 -1.837 0.145
Se 1.379 -0.975 -1.432 -0.063
N -1.475 -0.382 0.032 -0.012
H -2.192 -1.002 -0.340 -0.018
H -1.323 0.395 -0.611 -0.018
H -1.867 0.012 0.887 0.054
O -0.834 1.799 1.859 0.100
C 0.285 1.466 1.552 -0.546
O 0.712 0.218 1.530 -0.318
C 1.335 2.454 1.130 -0.136
C 2.611 2.034 0.768 0.003
C 3.542 2.959 0.325 0.023
C 3.166 4.289 0.256 -0.140
C 1.903 4.730 0.610 0.011
C 0.983 3.797 1.051 -0.014
N 4.153 5.279 -0.217 -0.353
O 3.809 6.444 -0.266 0.066
O 5.256 4.877 -0.531 0.069
H 2.870 0.986 0.822 0.084
H 4.538 2.663 0.032 0.121
H 1.658 5.778 0.530 0.118
H -0.022 4.086 1.322 0.125
F -0.790 -1.947 2.480 -0.130
B -2.185 -2.294 2.905 -1.238
F -2.296 -3.670 2.829 0.123
F -3.039 -1.664 1.997 0.111
F -2.334 -1.812 4.181 0.157
S -0.491 2.409 -1.958 0.631
C -1.017 1.400 -3.190 -0.811
N -0.109 0.731 -3.959 0.026
C -0.413 -0.152 -4.942 -0.079
C -1.707 -0.402 -5.260 -0.104
C -2.707 0.262 -4.512 -0.065
C -2.379 1.130 -3.514 -0.090
H 0.856 0.860 -3.685 0.095
H 0.423 -0.641 -5.422 0.131
H -1.943 -1.125 -6.026 0.080
H -3.749 0.061 -4.725 0.113
H -3.133 1.632 -2.926 0.105
C -4.148 -3.955 0.007 -0.363
S -3.936 -2.596 -1.169 0.834
C -2.560 -3.124 -2.129 -0.983
C -1.301 -3.382 -1.720 -1.065
S -0.716 -3.520 -0.074 0.558
S -0.190 -3.842 -2.994 0.861
C -1.264 -3.704 -4.330 -1.501
S -0.817 -3.923 -5.905 0.502
S -2.865 -3.306 -3.840 0.902
H -5.056 -3.712 0.557 0.043
H -3.316 -4.001 0.703 -0.011
H -4.280 -4.892 -0.529 0.045



# 2
42
Properties=species:S:1:pos:R:3:lowdin_charge:R:1 method="wB97M-V/def2-TZVPD" homo_lumo_gap_ev=8.04 homo_ev=-9.02 e_tot_ha=-6382.18162 lumo_ev=-0.978
C -2.712 -0.150 -2.797 -0.170
C -1.670 -1.253 -3.334 -0.667
Br -0.673 -0.771 -4.978 0.650
C -1.502 -2.490 -2.650 -0.632
Br -2.613 -2.828 -1.036 0.768
N -0.543 -3.495 -3.145 0.029
C 0.047 -4.291 -2.023 -0.493
O -0.003 -5.524 -2.137 0.107
O 0.679 -3.687 -0.904 0.027
H -2.870 0.632 -3.614 0.066
H -3.690 -0.611 -2.435 0.057
H -2.218 0.409 -1.921 0.078
H 0.279 -2.972 -3.519 0.093
H 1.539 -3.308 -1.210 0.129
O -1.242 -0.150 0.756 0.045
N -0.956 0.317 1.848 -0.328
O -0.415 1.400 2.013 0.067
C -1.277 -0.476 3.036 -0.138
C -1.859 -1.732 2.885 0.003
C -2.141 -2.492 4.015 -0.060
C -1.846 -1.995 5.281 -0.068
C -1.274 -0.734 5.424 -0.064
C -0.986 0.032 4.300 0.001
H -2.094 -2.131 1.905 0.079
H -2.588 -3.474 3.909 0.111
H -2.062 -2.593 6.160 0.109
H -1.049 -0.350 6.413 0.110
H -0.537 1.011 4.425 0.120
O 4.343 5.666 -1.440 0.070
N 3.394 5.276 -0.777 -0.350
O 2.845 5.930 0.095 0.073
C 2.883 3.929 -1.044 -0.146
C 3.506 3.136 -2.006 -0.005
C 3.033 1.850 -2.239 -0.070
C 1.945 1.366 -1.519 -0.068
C 1.321 2.167 -0.567 -0.058
C 1.789 3.453 -0.325 0.009
H 4.354 3.502 -2.574 0.118
H 3.514 1.222 -2.981 0.106
H 1.581 0.359 -1.699 0.100
H 0.471 1.785 -0.010 0.070
H 1.296 4.066 0.422 0.121



# 3
43
Properties=species:S:1:pos:R:3:lowdin_charge:R:1 method="wB97M-V/def2-TZVPD" smiles="Cn1c(=O)c2c(nc(Sc3n[nH]c(N)n3)n2Cc2ccccc2Cl)n(C)c1=O" homo_lumo_gap_ev=8.30 homo_ev=-7.84 e_tot_ha=-2065.71343 lumo_ev=0.455
C 2.212 -4.716 0.557 -0.005
N 1.212 -3.668 0.423 0.035
C 1.526 -2.465 1.063 -0.405
O 2.557 -2.336 1.697 0.059
C 0.501 -1.491 0.863 -0.115
C -0.654 -1.765 0.149 -0.219
N -1.467 -0.688 0.116 0.166
C -0.808 0.244 0.782 -0.572
S -1.422 1.844 1.083 1.081
C -2.562 1.908 -0.239 -0.714
N -3.810 2.268 -0.083 0.045
N -4.305 2.207 -1.341 0.056
C -3.320 1.807 -2.186 -0.450
N -3.502 1.566 -3.508 0.146
N -2.203 1.631 -1.513 0.125
N 0.381 -0.177 1.265 -0.021
C 1.377 0.581 1.983 -0.094
C 1.819 1.797 1.211 -0.254
C 1.640 3.070 1.738 -0.072
C 2.035 4.196 1.041 -0.077
C 2.616 4.065 -0.209 -0.078
C 2.804 2.809 -0.755 -0.100
C 2.409 1.685 -0.046 -0.575
Cl 2.674 0.126 -0.751 0.790
N -0.876 -2.976 -0.423 0.014
C -2.098 -3.219 -1.158 -0.002
C 0.071 -3.972 -0.307 -0.434
O -0.091 -5.058 -0.823 0.069
H 1.861 -5.592 0.020 0.086
H 3.159 -4.368 0.144 0.099
H 2.357 -4.946 1.612 0.099
H -5.277 2.403 -1.514 0.153
H -4.235 2.072 -3.976 0.096
H -2.647 1.456 -4.028 0.102
H 0.967 0.892 2.949 0.135
H 2.220 -0.098 2.150 0.127
H 1.176 3.173 2.707 0.112
H 1.885 5.174 1.471 0.104
H 2.923 4.939 -0.762 0.105
H 3.257 2.691 -1.726 0.103
H -2.350 -2.320 -1.716 0.088
H -1.931 -4.063 -1.825 0.090
H -2.912 -3.454 -0.471 0.099



# 4
43
Properties=species:S:1:pos:R:3:lowdin_charge:R:1 method="wB97M-V/def2-TZVPD" homo_lumo_gap_ev="8.24 / 6.52" charge=+2 homo_ev="-14.85 / -14.94" spin_multiplicity=3 e_tot_ha=-6447.08890 lumo_ev="-6.609 / -8.422"
Pd -0.576 -0.306 0.144 0.845
Se -2.256 -2.316 0.427 0.769
Se -3.546 -0.629 1.366 0.746
C -3.453 0.691 -0.075 -0.619
C -4.632 1.308 -0.454 -0.070
C -4.560 2.314 -1.409 -0.008
C -3.331 2.649 -1.956 -0.013
C -2.204 1.971 -1.522 -0.109
N -2.268 1.017 -0.593 -0.067
C -0.804 -2.722 1.683 -0.593
C -0.845 -3.786 2.557 -0.054
C 0.319 -4.068 3.267 -0.007
C 1.445 -3.287 3.064 -0.005
C 1.381 -2.230 2.166 -0.088
N 0.270 -1.962 1.486 -0.058
H -5.575 1.010 -0.018 0.117
H -5.457 2.828 -1.726 0.132
H -3.242 3.426 -2.701 0.126
H -1.222 2.211 -1.908 0.119
H -1.741 -4.376 2.693 0.123
H 0.340 -4.894 3.965 0.132
H 2.365 -3.494 3.592 0.127
H 2.235 -1.590 1.988 0.124
N 0.253 -4.069 -3.450 0.170
N -0.001 -2.798 -3.097 -0.264
N -0.060 -1.835 -3.978 0.163
C -0.240 -0.773 -3.210 -0.163
N -0.304 -1.110 -1.920 -0.102
N -0.138 -2.428 -1.857 0.040
H 0.164 -4.252 -4.435 0.128
H -0.062 -4.762 -2.794 0.120
H -0.328 0.227 -3.598 0.119
Cl -1.744 2.796 4.907 0.759
C -0.532 2.365 3.775 -0.640
C 0.778 2.805 3.895 -0.041
C 1.695 2.403 2.939 -0.023
C 1.286 1.576 1.909 -0.131
N 0.021 1.154 1.794 -0.044
C -0.869 1.548 2.705 -0.170
H 1.073 3.449 4.713 0.129
H 2.725 2.728 2.994 0.125
H 1.987 1.254 1.149 0.112
H -1.889 1.214 2.594 0.043



# 5
42
Properties=species:S:1:pos:R:3:lowdin_charge:R:1 method="wB97M-V/def2-TZVPD" homo_lumo_gap_ev="7.37 / 7.43" charge=+2 homo_ev="-13.95 / -13.95" spin_multiplicity=4 e_tot_ha=-3134.09463 lumo_ev="-6.577 / -6.524" de_lowest_kcal_mol=16.2
Er 0.152 -0.565 -1.272 1.409
F -3.513 -5.456 -3.915 0.141
C -2.513 -4.930 -3.176 -0.087
C -2.338 -3.549 -3.116 -0.149
F -3.031 -2.723 -3.897 0.151
C -1.250 -3.085 -2.399 -0.145
F -0.758 -1.761 -2.841 -0.121
C -0.359 -3.874 -1.640 -0.546
S 0.894 -3.159 -0.614 0.594
C -0.600 -5.268 -1.764 -0.205
F 0.232 -6.149 -1.189 0.115
C -1.610 -5.814 -2.548 -0.072
F -1.557 -7.139 -2.859 0.145
C 3.051 0.162 0.919 -0.210
S 2.930 1.296 -0.485 1.143
O 1.744 0.601 -1.193 -0.667
C 2.248 2.706 0.407 -0.377
C 2.065 2.864 1.794 -0.068
C 1.781 4.134 2.283 -0.051
C 1.596 5.201 1.412 -0.028
C 1.712 5.017 0.036 -0.046
C 2.127 3.806 -0.436 -0.103
H 2.157 0.162 1.573 0.053
H 3.873 0.442 1.547 0.076
H 3.160 -0.881 0.537 0.084
H 2.248 2.087 2.543 0.113
H 1.599 4.215 3.365 0.131
H 1.364 6.230 1.791 0.145
H 1.550 5.846 -0.679 0.141
H 2.459 3.660 -1.464 0.121
C -0.902 -0.551 1.350 -0.044
N -1.780 0.637 1.355 -0.130
C -2.428 1.107 2.610 0.024
C -2.043 1.154 0.157 -0.200
O -1.590 0.693 -0.936 -0.131
H -0.778 -0.981 2.374 0.146
H 0.139 -0.395 0.999 0.024
H -1.328 -1.346 0.680 0.096
H -2.416 0.260 3.310 0.108
H -3.483 1.399 2.321 0.124
H -1.953 2.048 2.984 0.114
H -2.850 1.898 0.076 0.181



# 6
38
Properties=species:S:1:pos:R:3:lowdin_charge:R:1 method="wB97M-V/def2-TZVPD" homo_lumo_gap_ev="7.11 / 5.28" charge=+1 homo_ev="-10.07 / -11.53" spin_multiplicity=5 e_tot_ha=-2292.38105 lumo_ev="-2.959 / -6.246"
O 0.854 3.057 1.613 0.102
C 0.184 2.504 0.827 -0.162
Fe -0.850 1.386 -0.088 0.161
C -2.162 2.149 0.725 -0.211
O -3.026 2.810 1.125 0.126
C -0.845 2.315 -1.619 -0.128
O -0.862 3.094 -2.485 0.121
C 0.047 -1.684 3.243 -0.121
C 0.817 -1.134 1.960 -0.125
C 0.144 -0.711 0.721 -0.115
C -1.214 -0.767 0.540 -0.182
C -2.003 -1.305 1.612 -0.052
C -1.465 -1.513 2.902 0.012
H 0.342 -2.784 3.346 0.171
H 1.286 -0.230 2.348 0.115
H 1.617 -1.841 1.688 0.138
H 0.774 -0.470 -0.144 0.131
H -1.686 -0.751 -0.440 0.126
H -3.054 -1.578 1.371 0.136
H -2.046 -1.614 3.828 0.112
C 1.657 -3.682 10.517 -0.057
C 2.088 -2.361 10.496 -0.063
C 2.061 -1.611 9.321 0.004
C 1.542 -2.148 8.096 -0.139
C 1.502 -1.264 6.880 -0.375
N 0.827 -1.772 5.771 0.090
N 0.695 -0.983 4.580 0.116
O 2.031 -0.152 6.889 0.091
C 1.183 -3.484 8.134 -0.048
C 1.234 -4.273 9.310 -0.047
H 1.676 -4.296 11.416 0.116
H 2.432 -1.923 11.455 0.126
H 2.424 -0.595 9.358 0.116
H 0.232 -2.573 5.806 0.136
H 0.517 0.019 4.880 0.217
H 1.624 -0.859 4.215 0.147
H 0.832 -3.979 7.220 0.103
H 0.934 -5.320 9.287 0.110



# 7
40
Properties=species:S:1:pos:R:3:lowdin_charge:R:1 method="wB97M-V/def2-TZVPD" homo_lumo_gap_ev="3.78 / 7.15" charge=-1 homo_ev="-1.30 / -4.67" spin_multiplicity=2 e_tot_ha=-1428.22564 lumo_ev="2.485 / 2.485"
Li -1.286 1.833 -1.377 0.525
O -1.008 3.169 -2.570 -0.273
N -1.806 3.279 -3.610 -0.257
C -1.416 4.182 -4.545 -0.031
C -2.316 4.512 -5.536 -0.094
C -3.521 3.821 -5.689 -0.101
C -3.810 2.828 -4.786 -0.102
C -2.942 2.514 -3.686 -0.728
S -3.346 1.392 -2.470 0.519
H -0.503 4.669 -4.304 0.121
H -2.011 5.343 -6.201 0.104
H -4.216 4.029 -6.511 0.105
H -4.624 2.167 -4.923 0.081
C 0.453 0.773 1.588 -0.013
C 0.532 0.066 0.304 -0.332
N -0.177 0.368 -0.808 0.001
C 0.152 -0.556 -1.721 -0.181
C 1.098 -1.417 -1.236 -0.051
N 1.368 -0.957 0.060 -0.003
C 2.451 -1.486 0.974 -0.083
N 2.203 -1.354 2.369 -0.133
N 2.990 -0.444 3.129 -0.044
N 2.836 -0.870 4.376 -0.026
C 2.073 -1.968 4.451 -0.315
C 1.561 -2.648 5.568 -0.063
C 0.843 -3.834 5.337 -0.147
C 0.503 -4.283 4.050 -0.155
C 0.946 -3.544 2.926 -0.074
C 1.675 -2.379 3.172 -0.187
H 0.010 1.755 1.514 0.071
H 1.426 0.923 2.034 0.054
H -0.156 0.240 2.349 0.105
H -0.310 -0.596 -2.659 0.083
H 1.666 -2.247 -1.631 0.105
H 3.335 -0.906 0.714 0.126
H 2.484 -2.557 0.770 0.122
H 1.694 -2.352 6.568 0.067
H 0.510 -4.388 6.185 0.069
H 0.000 -5.212 3.866 0.066
H 0.641 -3.867 1.956 0.071



# 8
40
Properties=species:S:1:pos:R:3:lowdin_charge:R:1 method="wB97M-V/def2-TZVPD" homo_lumo_gap_ev=7.70 homo_ev=-9.33 e_tot_ha=-1835.75690 lumo_ev=-1.633 de_lowest_kcal_mol=55.8
Sr -0.247 0.909 0.812 1.406
O 2.122 0.199 0.303 -0.200
C 2.920 -0.574 -0.606 -0.214
C 3.194 -1.946 -0.041 -0.168
C 1.907 -2.665 0.371 -0.132
C 0.881 -2.695 -0.730 -0.287
C 1.127 -3.397 -1.908 -0.022
C 0.169 -3.434 -2.898 -0.058
C -1.037 -2.783 -2.685 -0.068
C -1.198 -2.110 -1.494 -0.189
N -0.266 -2.035 -0.533 0.107
H 2.629 0.419 1.095 0.101
H 3.835 -0.035 -0.842 0.124
H 2.332 -0.631 -1.521 0.124
H 3.844 -1.860 0.836 0.121
H 3.756 -2.513 -0.791 0.115
H 1.470 -2.182 1.238 0.064
H 2.138 -3.691 0.667 0.126
H 2.070 -3.920 -2.027 0.118
H 0.352 -3.971 -3.821 0.110
H -1.830 -2.793 -3.422 0.106
H -2.133 -1.600 -1.290 0.092
O 0.933 4.737 0.676 -0.229
S 0.507 3.386 0.709 0.576
O 1.191 2.483 1.627 -0.433
N 0.433 2.637 -0.733 -0.210
C -0.828 2.233 -1.067 -0.995
S -1.204 1.141 -2.233 0.769
C -1.857 2.614 0.002 -0.359
C -3.206 2.292 0.047 -0.019
C -3.905 2.581 1.217 -0.029
C -3.269 3.156 2.318 -0.033
C -1.918 3.486 2.282 -0.006
C -1.238 3.218 1.098 -0.317
H -3.676 1.828 -0.810 0.112
H -4.958 2.341 1.278 0.117
H -3.834 3.345 3.221 0.118
H -1.415 3.929 3.131 0.136
N 0.205 -1.343 3.756 -0.128
C 0.006 -0.752 2.769 -0.445